# 1
{"formula": "C2H3ClF2O", "method": "ωB97M-V/def2-TZVPD", "elements": ["F", "C", "O", "C", "F", "Cl", "H", "H", "H"], "positions_angstrom": [[-1.8813, 0.0500, -0.2010], [-0.9594, -0.2128, 0.7442], [0.2039, 0.4918, 0.5484], [0.8942, 0.2052, -0.5776], [1.4715, -1.0479, -0.4891], [2.1395, 1.4244, -0.7820], [-1.5015, 0.1939, 1.8301], [-0.7058, -1.2562, 0.5533], [0.3388, 0.1517, -1.6261]], "atomic_forces_ev_per_a": [[-0.817, 0.755, -1.025], [-1.398, 0.084, 2.709], [0.077, 1.244, 0.211], [-0.333, -0.718, -3.082], [0.018, 0.292, 0.343], [0.210, 0.032, 0.144], [2.104, -1.662, -2.996], [-0.386, -0.369, 1.159], [0.524, 0.342, 2.538]], "nbo_charge": [-0.36, 0.32, -0.53, 0.42, -0.36, -0.02, 0.18, 0.16, 0.18], "spin_multiplicity": 1, "fmax_ha_per_bohr": 0.0782, "homo_energy_ev": -11.547, "smiles": "FCO[C@H](F)Cl"}



# 2
{"formula": "C2H2N2O2S", "method": "ωB97M-V/def2-TZVPD", "elements": ["C", "C", "N", "N", "O", "O", "S", "H", "H"], "positions_angstrom": [[0.1832, -1.5603, 0.9423], [0.0800, 0.2378, -0.5409], [0.6640, -2.2493, 1.7142], [-1.2894, 0.6801, -0.1914], [-2.0930, 0.1129, -0.9637], [-1.4724, 1.4996, 0.6773], [1.3410, 1.2755, -0.0244], [0.1070, -0.6326, -1.3516], [2.4795, 0.6362, -0.2617]], "atomic_forces_ev_per_a": [[-0.859, 3.104, -2.623], [1.534, -4.570, 0.664], [0.711, -1.262, 1.266], [-0.833, -1.037, -2.001], [0.628, 1.528, 1.910], [-0.030, -0.705, -0.724], [-0.985, 1.156, 0.337], [-0.070, 2.625, 1.752], [-0.096, -0.839, -0.582]], "nbo_charge": [0.08, -0.18, -0.47, 0.46, -0.33, -0.30, 0.24, 0.33, 0.17], "spin_multiplicity": 1, "fmax_ha_per_bohr": 0.0946, "homo_energy_ev": [-10.617, -10.620]}



# 3
{"formula": "C36H30F6IrN8O4P2S3Se2", "method": "ωB97M-V/def2-TZVPD", "elements": ["Ir", "C", "C", "N", "N", "C", "N", "S", "C", "C", "C", "C", "C", "N", "H", "H", "H", "H", "H", "H", "H", "H", "H", "H", "F", "C", "F", "F", "S", "O", "O", "N", "S", "O", "O", "C", "F", "F", "F", "Se", "P", "C", "C", "C", "C", "C", "C", "C", "C", "C", "C", "C", "C", "C", "C", "N", "N", "N", "P", "Se", "C", "C", "C", "C", "C", "C", "C", "C", "C", "C", "C", "C", "H", "H", "H", "H", "H", "H", "H", "H", "H", "H", "H", "H", "H", "H", "H", "H", "H", "H", "H", "H"], "positions_angstrom": [[0.5894, 0.1824, -0.1117], [0.0143, -3.9328, -1.3228], [0.1912, -2.4623, -1.2095], [0.3788, -1.8448, -0.1045], [0.3954, -2.4994, 1.0983], [0.5740, -1.7743, 2.2200], [0.4513, -2.3959, 3.3799], [0.9710, -0.1098, 2.1889], [0.0970, -1.5628, -2.3801], [-0.1993, -2.0228, -3.6454], [-0.3239, -1.1117, -4.6888], [-0.1519, 0.2318, -4.4302], [0.1329, 0.6334, -3.1337], [0.2617, -0.2370, -2.1383], [0.5414, -4.4639, -0.5317], [0.4156, -4.2937, -2.2664], [-1.0495, -4.1838, -1.2806], [-0.1006, -3.3799, 1.1381], [0.2277, -3.3762, 3.4547], [0.4953, -1.8627, 4.2343], [-0.3502, -3.0768, -3.8222], [-0.5624, -1.4564, -5.6856], [-0.2513, 0.9755, -5.2074], [0.2384, 1.6786, -2.8824], [-4.2569, 2.8856, -0.7787], [-3.3897, 2.9361, 0.2112], [-2.4641, 3.8650, -0.0526], [-3.9957, 3.2254, 1.3444], [-2.4891, 1.3366, 0.3673], [-1.5234, 1.5149, 1.4425], [-1.8007, 1.1438, -0.9155], [-3.6752, 0.3777, 0.6397], [-3.4591, -1.1791, 0.8323], [-4.5592, -1.9275, 0.3431], [-2.1091, -1.5808, 0.4675], [-3.4666, -1.3941, 2.6664], [-2.5576, -0.5945, 3.2298], [-3.1171, -2.6621, 2.9315], [-4.6538, -1.1486, 3.1741], [6.6644, 2.7573, -1.1804], [6.4349, 0.7742, -0.5332], [7.2495, -0.4690, -1.5413], [6.9452, -0.5271, -2.9009], [7.6003, -1.4328, -3.7138], [8.5707, -2.2720, -3.1764], [8.8823, -2.2065, -1.8283], [8.2217, -1.3049, -1.0042], [6.9130, 0.4872, 1.1870], [7.7984, 1.3668, 1.8010], [8.2029, 1.1376, 3.1091], [7.7192, 0.0379, 3.8024], [6.8381, -0.8443, 3.1880], [6.4365, -0.6268, 1.8800], [4.6810, 0.2653, -0.5620], [3.4964, 0.9670, -0.3650], [2.5254, 0.0063, -0.3984], [3.0656, -1.1754, -0.6225], [4.3576, -1.0338, -0.7225], [3.0509, 2.6433, 0.0300], [0.7812, 2.5564, -0.0930], [3.4428, 3.8333, -1.2154], [3.6813, 5.1560, -0.8505], [3.9227, 6.0887, -1.8456], [3.9076, 5.7021, -3.1794], [3.6493, 4.3829, -3.5364], [3.4145, 3.4388, -2.5551], [3.4497, 3.1049, 1.7045], [2.4551, 3.2243, 2.6779], [2.8103, 3.5376, 3.9790], [4.1465, 3.7253, 4.3071], [5.1340, 3.6071, 3.3379], [4.7945, 3.3008, 2.0314], [6.2103, 0.1487, -3.3232], [7.3688, -1.4784, -4.7694], [9.0901, -2.9730, -3.8160], [9.6442, -2.8527, -1.4141], [8.4716, -1.2557, 0.0474], [8.1698, 2.2225, 1.2497], [8.9037, 1.8132, 3.5816], [8.0380, -0.1412, 4.8207], [6.4767, -1.7108, 3.7258], [5.7711, -1.3302, 1.3942], [3.7038, 5.4482, 0.1917], [4.1299, 7.1161, -1.5804], [4.1041, 6.4355, -3.9498], [3.6542, 4.0922, -4.5777], [3.2650, 2.3981, -2.8201], [1.4050, 3.0884, 2.4421], [2.0426, 3.6413, 4.7334], [4.4183, 3.9725, 5.3247], [6.1736, 3.7569, 3.5953], [5.5620, 3.2237, 1.2699]], "atomic_forces_ev_per_a": [[-0.021, 0.063, -0.478], [0.027, -0.024, -0.010], [-0.043, 0.079, -0.010], [-0.024, 0.093, 0.004], [0.138, -0.040, -0.069], [-0.024, 0.093, 0.085], [0.005, 0.030, -0.041], [-0.174, -0.034, -0.013], [0.016, 0.025, -0.056], [-0.005, 0.005, 0.001], [-0.005, -0.023, -0.015], [0.000, 0.026, 0.022], [-0.010, 0.003, -0.047], [-0.019, -0.078, 0.147], [0.005, 0.015, 0.006], [-0.016, -0.011, 0.002], [-0.008, 0.011, 0.008], [-0.071, 0.036, 0.012], [0.009, -0.006, -0.005], [0.005, 0.003, 0.001], [0.003, -0.003, -0.009], [0.001, -0.005, 0.002], [0.000, 0.004, -0.001], [0.005, 0.013, 0.001], [-0.001, -0.004, -0.018], [-0.002, 0.009, -0.012], [-0.006, -0.010, 0.007], [0.009, -0.002, -0.008], [0.170, -0.066, 0.239], [-0.278, 0.087, -0.088], [0.149, -0.213, 0.212], [0.031, 0.010, -0.002], [0.088, 0.008, 0.010], [-0.004, -0.010, -0.011], [-0.066, 0.025, 0.017], [-0.018, -0.087, -0.030], [0.016, 0.026, -0.004], [-0.027, 0.039, -0.016], [0.013, 0.034, 0.017], [-0.045, 0.034, -0.042], [-0.044, -0.036, 0.020], [0.027, 0.026, -0.001], [-0.009, 0.011, -0.006], [0.007, -0.007, 0.003], [-0.007, 0.000, 0.001], [-0.006, 0.000, 0.003], [-0.010, -0.028, 0.005], [-0.040, -0.016, 0.000], [0.011, 0.001, 0.006], [-0.003, 0.006, -0.020], [-0.004, -0.011, -0.001], [0.007, 0.007, 0.001], [0.006, 0.018, 0.010], [0.070, 0.034, -0.002], [-0.048, -0.072, 0.061], [0.106, -0.053, -0.009], [-0.034, -0.012, 0.042], [-0.015, -0.006, -0.038], [0.016, -0.009, 0.112], [0.101, -0.049, 0.059], [-0.025, -0.011, -0.053], [0.002, 0.011, 0.001], [-0.004, -0.005, 0.012], [-0.005, 0.001, -0.013], [-0.003, 0.003, 0.006], [0.036, 0.002, -0.014], [0.060, 0.027, -0.015], [-0.006, -0.017, 0.019], [-0.009, -0.007, -0.012], [0.006, 0.000, 0.003], [-0.027, 0.003, 0.008], [0.016, 0.019, 0.011], [0.005, 0.009, 0.003], [-0.001, 0.001, -0.002], [0.001, 0.001, -0.002], [0.002, -0.001, 0.001], [0.006, 0.003, -0.006], [0.002, 0.004, 0.006], [-0.001, 0.001, 0.001], [0.001, 0.001, 0.001], [-0.002, -0.001, 0.003], [-0.001, -0.002, 0.006], [-0.001, 0.003, 0.001], [-0.002, 0.002, 0.002], [0.002, -0.001, -0.002], [0.002, 0.000, -0.003], [-0.006, -0.003, 0.003], [-0.001, -0.001, -0.009], [-0.001, 0.001, -0.001], [-0.002, -0.001, 0.003], [0.001, 0.002, 0.000], [-0.001, -0.003, -0.013]], "mulliken_spin": [0.15, 0.00, 0.00, -0.01, 0.00, 0.00, 0.00, 0.02, 0.00, 0.00, 0.00, 0.00, 0.00, 0.01, 0.00, 0.00, 0.00, 0.00, 0.00, 0.00, 0.00, 0.00, 0.00, 0.00, 0.00, 0.00, 0.00, 0.00, 0.00, 0.02, 0.01, 0.00, 0.00, 0.00, 0.00, 0.00, 0.00, 0.00, 0.00, 0.00, 0.00, 0.00, 0.00, 0.00, 0.00, 0.00, 0.00, 0.00, 0.00, 0.00, 0.00, 0.00, 0.00, 0.00, 0.01, -0.01, 0.00, 0.00, -0.04, 0.73, 0.02, 0.00, 0.01, 0.01, 0.00, 0.02, -0.01, 0.03, 0.01, 0.00, 0.00, 0.00, 0.00, 0.00, 0.00, 0.00, 0.00, 0.00, 0.00, 0.00, 0.00, 0.00, 0.00, 0.00, 0.00, 0.00, 0.00, 0.00, 0.00, 0.00, 0.00, 0.00], "spin_multiplicity": 2, "total_charge": 2, "fmax_ha_per_bohr": 0.0094, "homo_energy_ev": [-12.604, -12.602]}



Values of relative energy (zero: lowest compared OMol25 entry of this formula, charge and spin), in order: 89.4 671.9 79.8, all in kJ/mol.